Record 1
Density functional theory data (the ωB97M-V functional and the def2-TZVPD basis) for a cluster of 6 separate species, C20H30ClO19 in total in a non-equilibrium geometry.

Positions of all 70 atoms, in Å:
Cl -3.4365 -12.0259 -19.1020
O -2.8367 -10.7444 -19.2798
O -2.8722 -12.6622 -17.9902
O -4.7985 -11.7393 -18.9668
O -3.3208 -12.8522 -20.3290
C -5.5738 -19.2227 -18.2400
C -5.2201 -18.0141 -17.3590
C -6.3090 -16.9623 -17.1019
O -6.3840 -17.0908 -15.6519
C -5.2544 -17.5386 -15.1742
O -4.9592 -17.3370 -14.0430
O -4.7350 -18.4250 -16.0962
H -6.5607 -19.5951 -17.9650
H -4.7476 -19.9280 -18.1495
H -5.7528 -18.9761 -19.2866
H -4.4797 -17.4569 -17.9329
H -7.2408 -17.2832 -17.5676
H -6.0206 -15.9313 -17.3066
C -2.1302 -17.9570 -25.6049
C -1.3710 -16.6980 -25.7293
C -0.3674 -16.3288 -24.7574
O 0.7710 -15.9887 -25.6015
C 0.4616 -16.3507 -26.9135
O 1.3063 -16.5577 -27.7924
O -0.6999 -16.8678 -26.8508
H -2.9952 -18.0853 -26.2556
H -2.5834 -18.0696 -24.6200
H -1.6268 -18.8715 -25.9188
H -1.9846 -15.8017 -25.8201
H -0.1976 -17.1760 -24.0929
H -0.6196 -15.5751 -24.0114
C 0.7284 -8.3697 -14.8377
C 0.1667 -6.9956 -15.1272
C -1.2235 -6.6750 -14.5122
O -1.0652 -5.3561 -14.1809
C 0.1910 -5.1049 -13.9875
O 0.4779 -4.1404 -13.2933
O 0.9288 -6.1619 -14.3284
H 0.9766 -8.4862 -13.7827
H 1.6762 -8.4872 -15.3630
H 0.0668 -9.1260 -15.2601
H 0.2661 -6.7934 -16.1937
H -1.1863 -7.2871 -13.6111
H -2.0290 -7.0274 -15.1565
C 1.0491 -15.4804 -14.1314
C 1.1390 -14.0357 -13.8144
C 1.3097 -13.7967 -12.2990
O 2.5968 -13.1807 -12.3165
C 3.0614 -13.0089 -13.6032
O 4.0904 -12.4349 -13.8787
O 2.2358 -13.5192 -14.4616
H 0.9116 -15.6259 -15.2029
H 0.2731 -15.9548 -13.5306
H 1.9757 -15.9764 -13.8424
H 0.1905 -13.6009 -14.1298
H 1.2714 -14.7017 -11.6927
H 0.4952 -13.2157 -11.8666
C -7.6152 -10.3668 -12.5720
C -6.5484 -11.3856 -12.1028
C -5.5798 -11.7308 -13.2775
O -4.4013 -11.5329 -12.4768
C -4.5079 -10.9141 -11.2814
O -3.6296 -10.6809 -10.4816
O -5.8310 -10.8205 -11.0796
H -7.2712 -9.4438 -13.0387
H -8.2080 -9.9977 -11.7349
H -8.3906 -10.7894 -13.2110
H -6.9994 -12.3382 -11.8247
H -5.6851 -11.1097 -14.1670
H -5.6700 -12.7829 -13.5478

* HOMO energy: -6.05 eV
* max |F|: 6.23 eV/Å
* orbital gap: 8.0 eV
* charge: -1
* LUMO energy: 1.92 eV
* energy relative to the best compared isomer or geometry (same formula, charge and spin): 5.459 eV

---

Record 2
Density functional theory data (the ωB97M-V functional and the def2-TZVPD basis) for a structure of composition C20H30F3GeIrN6S2.

Positions of all 63 atoms, in Å:
Ir -0.9131 0.3928 0.4821
C 5.1589 0.3078 1.1892
C 4.2099 -0.8913 1.2444
C 2.8503 -0.5060 1.7267
N 1.8350 -0.3339 0.9621
N 0.7049 0.0624 1.6568
C 0.8981 0.1737 2.9584
N -0.0471 0.5144 3.8339
S 2.5230 -0.1877 3.4105
H 6.1352 -0.0050 0.8244
H 5.2986 0.7531 2.1747
H 4.7717 1.0766 0.5189
H 4.6185 -1.6660 1.8954
H 4.0848 -1.3332 0.2556
H -1.0007 0.5930 3.5206
H 0.1508 0.5905 4.8164
F 0.2666 -6.4127 -0.5780
C 0.0755 -5.5516 -1.5758
F 1.1675 -5.5510 -2.3498
F -0.9545 -5.9741 -2.3130
C -0.1909 -4.1521 -1.0595
C -0.2224 -3.8738 0.2925
C -0.4614 -2.5713 0.6930
N -0.6724 -1.5782 -0.1744
C -0.6417 -1.8576 -1.4900
C -0.4026 -3.1253 -1.9701
H -0.0676 -4.6479 1.0300
H -0.4869 -2.3063 1.7407
H -0.8111 -1.0309 -2.1655
H -0.3830 -3.3082 -3.0358
C -4.8512 -1.6823 0.1259
Ge -3.9142 -0.0700 0.6545
C -5.0693 1.3743 1.2441
C -2.9608 0.6127 -0.9853
C -2.3733 -0.2420 1.8284
H -5.6297 -1.4375 -0.5963
H -5.3225 -2.1507 0.9892
H -4.1667 -2.4013 -0.3254
H -5.8935 1.5157 0.5453
H -4.5084 2.3074 1.3129
H -5.4913 1.1543 2.2246
H -3.5419 1.4854 -1.2940
H -2.9839 -0.1234 -1.7855
H -1.9485 1.0937 -1.0572
H -2.2006 -1.2269 2.2645
H -2.5277 0.4811 2.6366
C 2.2967 5.4549 -1.7530
C 1.7265 4.1098 -1.4735
C 2.0786 2.9516 -2.1143
C 1.4417 1.7495 -1.7702
N 0.5064 1.7220 -0.8200
C 0.1808 2.8533 -0.1708
S -0.9821 2.6828 1.0513
N 0.7737 4.0222 -0.5078
C 1.7610 0.4716 -2.4598
H 3.0801 5.3917 -2.5021
H 2.7127 5.8919 -0.8435
H 1.5153 6.1235 -2.1208
H 2.8319 2.9697 -2.8872
H 0.4931 4.8572 -0.0055
H 2.7265 0.5199 -2.9575
H 1.0027 0.2805 -3.2244
H 1.7439 -0.3429 -1.7379

* HOMO energy: -14.28 eV
* max |F|: 0.31 eV/Å
* orbital gap: 8.0 eV
* charge: +2
* LUMO energy: -6.25 eV
* energy relative to the best compared isomer or geometry (same formula, charge and spin): 0.000 eV

---

Record 3
Density functional theory data (the ωB97M-V functional and the def2-TZVPD basis) for a structure of composition C20H30FeNO3PS in a non-equilibrium geometry.

Positions of all 57 atoms, in Å:
C 0.5452 3.3848 -2.6974
C -0.7351 2.8396 -2.6843
C -0.9534 1.4782 -2.4136
C 0.1258 0.5889 -2.2527
C 1.4097 1.1656 -2.1715
C 1.6196 2.5267 -2.4214
C -2.4022 1.1103 -2.2760
C -2.7697 -0.3047 -1.8279
N -1.8304 -1.3854 -2.2113
Fe -0.0063 -1.3977 -2.4332
C 2.6072 0.3345 -1.8313
P 2.0985 -1.4798 -1.7023
H -1.6147 3.4633 -2.8836
H 2.6470 2.8876 -2.3809
H 0.6982 4.4512 -2.8913
H 3.0430 0.6408 -0.8607
H 3.4153 0.4169 -2.5797
H -2.8583 1.7743 -1.5220
H -2.9564 1.2987 -3.2167
H -2.8939 -0.3212 -0.7380
C 2.7206 -1.8129 -0.0148
C 3.4005 -2.1909 -2.7687
H -3.7335 -0.5694 -2.3038
C -1.7943 -1.5244 -3.7244
C -2.2875 -2.6516 -1.5721
H 0.9398 1.1424 0.3465
H -2.5821 -2.2298 -4.0032
H -1.9756 -0.5806 -4.2271
H -0.8351 -1.9562 -4.1098
H -3.1692 -3.0132 -2.1304
H -1.4910 -3.4107 -1.5864
H -2.5753 -2.4604 -0.5365
H 4.3983 -2.1460 -2.3043
H 3.1151 -3.2348 -2.9406
H 3.3878 -1.6426 -3.7148
H 3.8197 -1.8102 0.0215
H 2.2929 -1.0650 0.6759
H 2.3646 -2.8130 0.2742
H 0.7982 -2.5977 -2.9798
C 0.2396 0.8102 7.4390
C -0.1024 0.7815 5.9779
C -0.3829 -0.4314 5.3496
C -0.6518 -0.4915 3.9899
C -0.6126 0.6884 3.2346
C -0.4214 1.9190 3.8600
C -0.1538 1.9589 5.2249
S -0.8586 0.6624 1.4706
O 0.7051 0.4353 1.0001
O -1.5974 -0.5559 1.2083
O -1.3307 1.9279 0.9559
H -0.5482 0.3291 8.0295
H 1.1719 0.2674 7.6413
H 0.3566 1.8405 7.7812
H -0.3979 -1.3506 5.9432
H -0.9042 -1.4333 3.5068
H -0.5057 2.8213 3.2669
H 0.0115 2.9151 5.7146

* HOMO energy (alpha / beta): -4.84 / -7.36 eV
* max |F|: 3.36 eV/Å
* orbital gap (alpha / beta): 5.4 / 7.9 eV
* charge: 0
* LUMO energy (alpha / beta): 0.59 / 0.59 eV
* energy relative to the best compared isomer or geometry (same formula, charge and spin): 0.000 eV
* spin multiplicity: 5

---

Record 4
Density functional theory data (the ωB97M-V functional and the def2-TZVPD basis) for a structure of composition C20H30N2O3S in a non-equilibrium geometry.

Positions of all 56 atoms, in Å:
C 3.6595 -2.2193 -1.0632
H 3.5780 -2.7122 -2.1788
O 2.4781 -1.7766 -0.8101
C 1.2983 -2.4449 -0.7398
C 1.2133 -3.7012 -1.1584
C 0.1640 -4.4592 -0.9128
C -1.0912 -3.8541 -0.4795
C -0.9926 -2.5781 -0.4451
C 0.1677 -1.7698 -0.4191
O -0.1384 -0.5291 -0.0433
C 1.1139 0.2231 0.6945
C 0.3563 1.0417 1.7432
C 1.0736 1.9226 2.4301
N 1.9902 2.7490 1.7290
C 2.5048 2.2079 0.4137
C 1.5342 1.3375 -0.1262
H 1.9278 0.7911 -1.0097
H 0.7091 1.9106 -0.6325
H 2.9965 2.8123 -0.1922
H 3.3793 1.5361 1.0183
C 1.3844 4.1971 1.4831
C 0.4534 4.3590 0.6132
H 0.8966 4.2018 -0.4881
H -0.3906 3.5683 0.7075
S -0.3604 5.8941 0.2876
C 0.2743 6.7393 -0.8452
H -0.0687 6.3687 -1.7678
H 1.4855 6.8201 -0.6593
H -0.1823 7.8773 -0.7263
C 2.4494 5.1269 1.4873
H 3.3582 4.9151 2.1302
H 2.1165 6.2189 1.4456
H 2.9982 5.0442 0.4597
H 0.7436 4.4229 2.4906
H 0.7074 2.4497 3.3712
H 2.1838 1.0886 3.0131
H -0.1811 0.2352 2.3509
H -0.6046 1.5130 1.6980
H 1.7274 -0.4201 1.0864
H -1.7860 -2.0758 0.0906
C -2.3120 -4.9038 -0.5054
O -2.0342 -5.9677 -0.1784
N -3.3745 -4.0982 -0.8676
C -4.7344 -4.7850 -0.9224
C -5.5458 -4.4009 -2.0274
C -5.9807 -4.2844 -0.5602
H -6.7446 -4.7651 0.0514
H -5.9655 -3.2085 -0.1971
H -6.1586 -5.3038 -2.5365
H -5.3067 -3.5803 -2.5692
H -4.4506 -5.9585 -0.7604
H -3.3291 -3.2494 -1.1991
H 0.2605 -5.7674 -1.3284
H 2.1991 -4.2842 -1.1870
H 4.2801 -1.4337 -1.0223
H 4.0694 -3.0410 -0.2368

* HOMO energy: -7.93 eV
* max |F|: 13.84 eV/Å
* orbital gap: 8.6 eV
* charge: 0
* LUMO energy: 0.64 eV
* energy relative to the best compared isomer or geometry (same formula, charge and spin): 18.560 eV

---

Which value of max |F| does entry 1 give?
6.23 eV/Å